Molecular formula: C12H41F3N16O11
Method: DFT, ωB97M-V/def2-TZVPD

```
! wB97M-V def2-TZVPD RIJCOSX def2/J DEFGRID3
* xyz 1 2
O 8.604 -20.434 23.693
H 8.292 -20.518 24.597
H 9.129 -21.195 23.432
H 7.891 -20.330 23.059
C 9.777 -23.666 23.195
O 10.618 -22.601 23.759
O 8.572 -23.139 22.642
C 10.515 -24.739 22.322
F 11.524 -24.222 21.610
F 11.052 -25.629 23.219
F 9.796 -25.515 21.577
C 11.943 -22.852 24.129
C 12.676 -21.486 24.119
H 13.583 -21.596 24.713
H 12.781 -21.186 23.077
H 12.088 -20.694 24.583
H 12.442 -23.492 23.402
H 12.145 -23.362 25.071
H 9.583 -24.162 24.146
C 5.267 -21.477 22.614
O 6.226 -20.830 22.474
N 4.243 -21.162 23.421
N 5.001 -22.581 21.959
H 4.047 -20.303 23.915
H 3.469 -21.807 23.352
H 5.747 -22.720 21.293
H 4.047 -22.803 21.714
C 10.335 -19.009 27.069
O 10.023 -19.900 26.309
N 10.115 -17.733 26.940
N 11.073 -19.209 28.099
H 10.139 -17.256 27.830
H 9.520 -17.274 26.264
H 11.341 -20.179 28.176
H 11.439 -18.397 28.575
C 7.996 -18.120 19.991
O 7.875 -18.459 21.155
N 7.549 -17.014 19.407
N 8.518 -18.791 18.974
H 7.750 -16.904 18.423
H 7.244 -16.279 20.029
H 8.464 -18.377 18.054
H 9.140 -19.495 19.345
C 6.364 -17.616 24.805
O 7.543 -17.792 25.053
N 5.519 -18.570 24.480
N 5.825 -16.486 24.882
H 5.797 -19.496 24.774
H 4.558 -18.266 24.420
H 6.316 -15.631 25.102
H 4.882 -16.620 24.546
C 10.716 -16.518 22.373
O 10.971 -16.695 21.219
N 11.215 -15.556 23.111
N 9.901 -17.273 23.062
H 10.529 -15.408 23.838
H 11.941 -14.946 22.763
H 9.236 -17.918 22.658
H 9.946 -17.188 24.067
C 11.306 -20.717 20.579
O 11.741 -21.866 20.345
N 10.305 -20.591 21.357
N 11.936 -19.562 20.303
H 10.052 -19.649 21.621
H 9.768 -21.413 21.594
H 12.664 -19.582 19.603
H 11.491 -18.704 20.597
C 7.549 -22.579 19.107
O 7.501 -22.419 17.904
N 7.956 -23.667 19.672
N 7.168 -21.662 19.946
H 7.984 -23.676 20.681
H 8.061 -24.517 19.136
H 6.883 -21.779 20.908
H 7.058 -20.772 19.483
C 6.821 -21.990 26.111
O 6.763 -21.001 25.438
N 6.998 -22.027 27.350
N 6.931 -23.205 25.613
H 7.279 -22.970 27.577
H 7.335 -21.223 27.861
H 6.880 -23.967 26.274
H 7.010 -23.219 24.606
*
```

Summary:
max |F| = 6.70 eV/Å
⟨S²⟩ = 0.76
E = -2485.01748 hartree
HOMO energy (spin up / spin down) = -11.28 / -11.27 eV

Molecular formula: C7H12N4O3
Method: DFT, ωB97M-V/def2-TZVPD

```
! wB97M-V def2-TZVPD RIJCOSX def2/J DEFGRID3
* xyz 0 1
C 0.400 0.194 0.113
C -0.957 0.708 0.305
C 1.462 1.099 -0.318
C -1.902 -0.141 -0.199
C -0.990 1.847 1.320
C -1.559 -1.167 -1.243
C 2.023 -1.560 0.254
N -0.226 -1.766 0.993
N 0.724 -1.028 0.509
N 0.987 2.315 -0.840
N -3.268 0.179 -0.027
O -4.201 -0.370 -0.557
O 2.659 0.897 0.016
O -3.411 1.139 0.710
H -0.069 2.301 1.471
H -1.387 1.405 2.212
H -1.612 2.626 0.884
H -2.357 -1.006 -2.180
H -1.454 -2.126 -0.817
H -0.640 -0.832 -1.778
H 2.647 -1.082 1.094
H 1.842 -2.580 0.504
H 2.229 -1.276 -0.757
H 0.140 -2.639 1.305
H 0.151 2.642 -1.155
H 1.685 3.022 -1.067
*
```

Summary:
max |F| = 4.78 eV/Å
energy relative to the best compared isomer or geometry (same formula, charge and spin) = 164.0 kcal per mole
E = -718.44335 hartree
HOMO energy (spin up / spin down) = -8.37 / -8.37 eV

Molecular formula: C18H12F2InO4
Method: DFT, ωB97M-V/def2-TZVPD

```
! wB97M-V def2-TZVPD RIJCOSX def2/J DEFGRID3
* xyz 1 1
In 1.882 1.452 -1.305
C 6.224 -3.337 -0.635
C 5.276 -2.512 -1.328
C 4.794 -1.224 -0.598
O 3.847 -0.596 -1.036
C 5.451 -0.872 0.649
C 6.451 -1.662 1.198
C 6.834 -2.958 0.562
O 7.685 -3.705 1.052
O 6.879 -1.348 2.317
O 4.803 -2.673 -2.430
H 6.484 -4.276 -1.111
H 5.062 0.058 1.041
F -0.109 0.971 0.856
C -1.249 0.809 1.583
C -1.965 1.922 1.963
C -3.169 1.738 2.639
C -3.535 0.459 3.015
C -2.827 -0.683 2.605
C -1.663 -0.476 1.893
H -1.564 2.907 1.759
H -3.697 2.536 3.143
H -4.328 0.375 3.748
H -3.101 -1.671 2.945
H -1.047 -1.307 1.569
F -0.957 1.687 -1.672
C -2.301 1.463 -1.884
C -3.195 2.419 -1.411
C -4.561 2.185 -1.627
C -4.991 1.150 -2.464
C -4.036 0.290 -2.961
C -2.679 0.434 -2.690
H -2.941 3.282 -0.814
H -5.310 2.804 -1.153
H -6.051 1.022 -2.624
H -4.436 -0.399 -3.696
H -1.962 -0.264 -3.099
*
```

Summary:
max |F| = 3.58 eV/Å
E = -1383.51636 hartree
HOMO energy = -11.79 eV

Molecular formula: C2H8NO2P
Method: DFT, ωB97M-V/def2-TZVPD

```
! wB97M-V def2-TZVPD RIJCOSX def2/J DEFGRID3
* xyz 0 1
C 1.665 -0.768 2.464
C -1.191 -1.208 -1.295
N -0.114 1.463 -1.357
O -1.503 0.505 0.675
O 0.340 2.635 -0.798
P -0.427 0.064 -0.198
H 2.717 -0.856 2.142
H 1.171 0.205 2.624
H 1.066 -1.728 2.297
H -0.447 -1.859 -1.808
H -1.773 -1.790 -0.593
H -1.866 -0.781 -1.964
H 0.645 1.112 -1.951
H -0.284 3.005 -0.238
*
```

Summary:
max |F| = 3.44 eV/Å
energy relative to the best compared isomer or geometry (same formula, charge and spin) = 145.8 kcal per mole
E = -627.42358 hartree
HOMO energy (spin up / spin down) = -8.92 / -8.42 eV

Molecular formula: C32H53F13IN4O9S
Method: DFT, ωB97M-V/def2-TZVPD

```
! wB97M-V def2-TZVPD RIJCOSX def2/J DEFGRID3
* xyz 1 1
C -7.979 0.397 -4.015
C -6.892 -0.682 -4.060
C -5.741 -0.436 -3.067
N -4.532 -1.159 -3.434
C -3.206 -0.595 -3.425
C -2.490 -0.924 -2.066
C -3.481 -1.005 -0.890
C -1.291 -0.075 -1.600
C -1.620 1.295 -0.989
C -0.341 2.119 -0.827
C -3.113 0.847 -3.916
F -1.807 1.292 -3.842
C -3.575 1.049 -5.417
I -5.233 2.479 -5.244
C -2.493 1.814 -6.192
C -2.845 2.179 -7.657
N -3.893 -0.243 -6.046
C -4.611 -0.390 -7.328
C -5.936 0.305 -7.566
C -3.030 -1.248 -5.743
N -2.645 -2.132 -6.657
S -1.703 -3.564 -6.419
N -2.520 -1.428 -4.478
O -1.103 -1.340 -4.409
H -8.972 -0.026 -3.896
H -7.823 1.025 -3.135
H -7.974 1.068 -4.870
H -6.479 -0.865 -5.048
H -7.359 -1.618 -3.755
H -5.595 0.620 -2.860
H -6.102 -0.857 -2.125
H -4.505 -2.106 -3.100
H -2.110 -1.942 -2.184
H -2.930 -1.065 0.041
H -4.088 -0.100 -0.853
H -4.171 -1.837 -0.988
H -0.570 0.055 -2.398
H -0.787 -0.646 -0.818
H -2.338 1.853 -1.584
H -2.059 1.133 -0.006
H -0.558 3.183 -0.767
H 0.314 1.971 -1.684
H 0.204 1.794 0.056
H -3.667 1.484 -3.233
H -1.581 1.220 -6.223
H -2.316 2.756 -5.689
H -2.264 1.597 -8.368
H -2.595 3.218 -7.847
H -3.898 2.075 -7.887
H -3.953 -0.141 -8.167
H -4.817 -1.451 -7.449
H -6.346 -0.127 -8.478
H -5.855 1.370 -7.750
H -6.674 0.162 -6.783
H -2.926 -2.037 -7.616
H -1.952 -3.713 -5.110
H -0.776 -0.891 -5.198
C -0.943 4.776 4.267
C -0.532 3.619 5.149
O -0.973 2.359 4.593
C -0.207 1.838 3.656
O 0.808 2.283 3.212
C -0.782 0.482 3.207
F -2.100 0.545 3.005
F -0.548 -0.449 4.134
F -0.205 0.090 2.075
H -2.020 4.763 4.098
H -0.674 5.719 4.740
H -0.451 4.724 3.296
H -1.013 3.683 6.122
H 0.544 3.593 5.306
C 3.559 0.985 1.803
C 4.781 1.467 1.055
O 5.306 2.672 1.656
C 6.023 2.457 2.744
O 6.240 1.391 3.241
C 6.571 3.784 3.298
F 5.635 4.733 3.293
F 7.594 4.199 2.548
F 6.999 3.622 4.542
H 2.800 1.765 1.854
H 3.142 0.106 1.323
H 3.819 0.716 2.826
H 4.543 1.728 0.026
H 5.557 0.703 1.034
C 7.336 -0.494 5.553
C 6.116 -0.749 6.408
O 6.098 -2.095 6.932
C 6.809 -2.311 8.027
O 7.462 -1.517 8.631
C 6.637 -3.777 8.464
F 6.726 -4.609 7.423
F 5.431 -3.942 9.022
F 7.558 -4.114 9.351
H 7.403 -1.239 4.759
H 7.270 0.490 5.104
H 8.253 -0.551 6.141
H 5.211 -0.671 5.809
H 6.040 -0.034 7.226
C 3.954 -4.133 5.763
C 2.753 -3.473 5.121
O 3.120 -2.809 3.891
C 3.191 -3.568 2.813
O 2.969 -4.737 2.728
C 3.592 -2.697 1.609
F 4.582 -1.861 1.938
F 2.542 -1.963 1.193
F 3.993 -3.440 0.589
H 4.753 -3.407 5.920
H 3.675 -4.558 6.726
H 4.346 -4.931 5.134
H 2.355 -2.688 5.760
H 1.953 -4.186 4.927
*
```

Summary:
max |F| = 1.28 eV/Å
E = -4141.18377 hartree
HOMO energy = -11.89 eV

Molecular formula: C5H13NO3
Method: DFT, ωB97M-V/def2-TZVPD

```
! wB97M-V def2-TZVPD RIJCOSX def2/J DEFGRID3
* xyz 0 1
C -1.548 1.989 0.659
O -1.866 0.626 0.861
C -1.262 -0.269 -0.039
C -1.856 -1.647 0.206
O -1.317 0.109 -1.344
H -2.074 2.541 1.436
H -1.888 2.341 -0.319
H -0.467 2.158 0.738
H -0.121 -0.305 0.227
H -2.900 -1.628 -0.098
H -1.328 -2.388 -0.388
H -1.806 -1.899 1.262
H -0.339 0.436 -1.622
C 2.180 -1.304 -0.428
C 1.654 0.114 -0.478
N 2.195 0.951 0.457
O 1.175 0.595 -1.525
H 1.606 -1.925 -1.111
H 2.127 -1.704 0.583
H 3.220 -1.313 -0.753
H 1.985 1.934 0.388
H 2.630 0.588 1.288
*
```

Summary:
max |F| = 3.10 eV/Å
energy relative to the best compared isomer or geometry (same formula, charge and spin) = 27.1 kcal per mole
E = -478.77227 hartree
HOMO energy = -9.44 eV

Molecular formula: C20H25IrN7S
Method: DFT, ωB97M-V/def2-TZVPD

```
! wB97M-V def2-TZVPD RIJCOSX def2/J DEFGRID3
* xyz 4 6
Ir -0.194 -0.110 0.394
C 0.337 1.310 -2.335
C 0.945 -0.026 -2.752
C 0.144 -1.270 -2.463
C -0.051 -2.197 -3.473
C -0.730 -3.382 -3.225
C -1.218 -3.629 -1.946
C -1.014 -2.679 -0.981
N -0.348 -1.516 -1.218
N 0.599 1.685 -0.916
C -0.221 2.850 -0.520
C -1.657 2.435 -0.400
C -2.714 3.270 -0.687
C -4.014 2.791 -0.565
C -4.223 1.466 -0.189
C -3.130 0.679 0.079
N -1.861 1.160 0.009
C 2.040 1.913 -0.651
C 2.716 0.700 -0.080
C 4.088 0.534 -0.137
C 4.663 -0.594 0.430
C 3.846 -1.546 1.037
C 2.490 -1.326 1.066
N 1.935 -0.212 0.529
H -0.742 1.306 -2.494
H 0.752 2.103 -2.964
H 1.954 -0.147 -2.349
H 1.079 0.017 -3.833
H 0.338 -1.993 -4.462
H -0.875 -4.104 -4.019
H -1.748 -4.541 -1.707
H -1.378 -2.835 0.026
H -0.112 3.662 -1.245
H 0.133 3.224 0.443
H -2.528 4.285 -1.015
H -4.855 3.436 -0.789
H -5.218 1.046 -0.121
H -3.252 -0.368 0.331
H 2.142 2.733 0.062
H 2.544 2.232 -1.566
H 4.701 1.280 -0.628
H 5.736 -0.738 0.391
H 4.256 -2.448 1.472
H 1.814 -2.048 1.512
N 0.490 0.197 3.313
N -0.277 -0.410 4.324
C -1.273 -1.241 4.048
N -1.877 -1.942 4.974
S -1.860 -1.421 2.396
H 1.452 -0.123 3.417
H 0.481 1.203 3.473
H -0.032 -0.226 5.295
H -1.546 -1.984 5.935
H -2.727 -2.459 4.773
*
```

Summary:
max |F| = 0.38 eV/Å
⟨S²⟩ = 8.76
E = -1661.29594 hartree
HOMO energy (spin up / spin down) = -20.92 / -21.25 eV

Molecular formula: C4H8OS
Method: DFT, ωB97M-V/def2-TZVPD

```
! wB97M-V def2-TZVPD RIJCOSX def2/J DEFGRID3
* xyz 0 1
O 1.288 -1.314 0.992
C 1.151 0.026 0.968
C -0.305 0.335 0.659
C -1.042 -0.093 -0.665
C -0.427 0.282 -1.961
S 0.695 1.339 -2.388
H 0.844 -1.484 1.877
H 1.901 0.403 0.281
H 1.373 0.393 1.981
H -0.935 0.000 1.564
H -0.586 1.407 0.800
H -0.957 -1.205 -0.690
H -2.128 0.263 -0.651
H -0.871 -0.353 -2.767
*
```

Summary:
max |F| = 4.24 eV/Å
energy relative to the best compared isomer or geometry (same formula, charge and spin) = 41.7 kcal per mole
E = -630.56843 hartree
HOMO energy = -8.63 eV